Molecular formula: C32H37BiF5NO4S4Se
Method: DFT, ωB97M-V/def2-TZVPD

Calculated values
Kohn-Sham gap (spin up / spin down) = 6.8 / 7.2 eV
Energy above the lowest of the compared OMol25 structures with the same formula, charge and spin = 34.47 kJ/mol
Energy = -6305.1398 a.u.
HOMO energy (spin up / spin down) = -0.2718 / -0.2717 Ha

Geometry as XYZ:
```
85
Properties=species:S:1:pos:R:3:forces:R:3
Bi 0.051 -0.311 -0.406 -0.292 -0.113 0.289
C -0.958 -3.513 2.702 0.063 0.081 0.038
C 0.556 -3.792 2.700 -0.023 0.014 -0.017
S 1.407 -2.493 1.779 0.023 0.194 0.010
C 3.074 -3.169 1.575 -0.046 0.138 0.014
C 4.067 -2.001 1.625 -0.028 0.062 0.005
S 3.476 -0.506 0.759 -0.014 0.007 -0.023
C 3.444 0.736 2.087 0.028 -0.125 -0.031
C 2.600 0.451 3.324 -0.052 0.111 0.043
S 0.823 0.734 3.090 -0.038 -0.105 -0.196
C 0.188 -0.504 4.258 0.014 0.126 0.017
C -1.238 -0.933 3.937 0.045 -0.072 -0.087
S -1.510 -1.814 2.381 -0.015 -0.054 -0.097
H -1.402 -3.848 3.641 -0.012 -0.094 -0.032
H -1.433 -4.062 1.888 0.013 -0.017 0.002
H 0.765 -4.758 2.240 -0.095 -0.050 0.046
H 0.946 -3.805 3.720 0.008 -0.033 -0.003
H 3.135 -3.702 0.626 0.056 -0.014 0.001
H 3.282 -3.866 2.388 0.032 -0.042 -0.042
H 5.013 -2.291 1.169 0.024 -0.034 0.048
H 4.256 -1.725 2.662 0.049 -0.015 -0.005
H 3.094 1.634 1.572 0.022 0.025 0.029
H 4.474 0.908 2.402 0.003 0.058 -0.010
H 2.952 1.099 4.129 0.029 -0.058 0.036
H 2.715 -0.585 3.646 0.054 -0.006 -0.011
H 0.207 -0.086 5.267 0.028 -0.045 0.023
H 0.865 -1.356 4.217 -0.026 -0.047 0.029
H -1.885 -0.059 3.840 -0.011 0.013 0.076
H -1.622 -1.544 4.756 -0.044 0.037 0.007
C -4.155 4.155 3.088 -0.030 -0.023 -0.061
O -4.586 4.262 1.741 -0.001 -0.023 0.025
C -4.073 3.384 0.847 -0.017 -0.020 0.027
C -4.491 3.586 -0.490 0.020 0.005 0.066
C -3.961 2.795 -1.462 0.021 -0.027 -0.013
C -3.010 1.783 -1.185 -0.041 0.030 -0.103
C -2.380 1.079 -2.264 -0.001 0.138 -0.021
C -2.943 1.154 -3.663 0.015 -0.012 0.024
O -1.336 0.409 -2.147 -0.037 -0.177 0.055
C -2.674 1.510 0.174 0.000 -0.073 0.091
O -1.950 0.511 0.540 0.112 0.108 -0.055
C -3.215 2.362 1.176 -0.004 0.063 -0.052
H -4.615 4.982 3.620 -0.009 0.004 -0.004
H -3.068 4.231 3.156 0.016 0.009 0.015
H -4.479 3.211 3.532 0.002 -0.016 0.003
H -5.205 4.367 -0.705 0.020 0.024 -0.002
H -4.262 2.965 -2.488 0.005 0.005 -0.005
H -4.001 0.892 -3.669 -0.006 0.023 -0.004
H -2.386 0.467 -4.293 0.003 -0.001 0.002
H -2.841 2.163 -4.065 0.000 0.004 0.002
H -2.913 2.160 2.193 0.001 0.001 0.025
F 3.846 -3.618 -5.411 -0.076 0.032 0.013
C 3.511 -2.590 -4.598 0.381 0.068 -0.139
C 4.260 -1.329 -4.553 -0.390 -0.091 -0.021
F 4.885 -0.785 -3.515 0.098 -0.015 -0.077
C 2.855 -1.197 -4.931 0.211 0.128 0.120
F 2.399 -0.731 -6.105 0.086 -0.030 -0.036
C 1.948 -1.286 -3.720 -0.126 0.048 -0.095
Se 1.793 0.190 -2.508 0.194 -0.255 -0.173
C 1.191 -2.521 -3.845 0.127 0.005 0.136
F 0.580 -3.001 -4.926 -0.055 0.018 0.017
C 2.580 -2.749 -3.464 -0.244 -0.073 -0.044
F 2.974 -3.256 -2.277 0.058 0.057 0.042
C 1.429 5.694 -1.445 0.023 0.007 0.026
N 1.333 4.533 -0.570 0.023 -0.041 -0.056
C 1.251 4.693 0.872 -0.047 -0.023 -0.014
C 1.379 3.298 -1.091 -0.043 0.158 -0.142
O 1.331 2.268 -0.437 0.060 0.008 0.266
H 1.468 6.590 -0.832 0.009 0.001 -0.009
H 0.563 5.769 -2.104 -0.018 0.001 0.011
H 2.332 5.661 -2.054 0.011 -0.004 0.007
H 0.759 5.636 1.101 -0.010 -0.004 0.014
H 2.242 4.685 1.332 0.011 0.029 0.002
H 0.672 3.873 1.293 0.001 -0.007 -0.003
H 1.463 3.278 -2.189 -0.031 0.015 -0.005
C -2.149 -4.652 -1.769 0.014 0.021 0.011
C -2.905 -3.563 -1.352 -0.001 -0.043 0.003
C -2.277 -2.384 -0.968 0.108 -0.006 -0.040
C -0.886 -2.286 -0.978 -0.105 0.030 -0.172
C -0.138 -3.397 -1.362 0.055 -0.013 0.278
C -0.764 -4.570 -1.766 -0.039 -0.020 0.001
H -2.639 -5.563 -2.090 -0.002 -0.005 0.008
H -3.985 -3.631 -1.328 -0.007 0.005 -0.015
H -2.875 -1.540 -0.641 -0.008 0.015 -0.019
H 0.945 -3.375 -1.293 -0.130 0.018 -0.093
H -0.167 -5.416 -2.086 -0.001 -0.019 0.020
```
Positions in Å, forces in eV/Å.

---

Molecular formula: C15H28NOSc
Method: DFT, ωB97M-V/def2-TZVPD

Calculated values
Kohn-Sham gap (spin up / spin down) = 4.9 / 5.0 eV
Charge = +2
Energy above the lowest of the compared OMol25 structures with the same formula, charge and spin = 0.00 kJ/mol
Energy = -1478.4154 a.u.
HOMO energy (spin up / spin down) = -0.5622 / -0.5628 Ha

Geometry as XYZ:
```
46
Properties=species:S:1:pos:R:3:forces:R:3
C 1.010 2.130 -0.630 -0.200 0.611 -2.307
H 1.888 2.391 -0.007 -0.075 -0.644 0.277
H 1.328 1.884 -1.657 0.122 0.048 0.369
H 0.847 -1.210 1.583 -0.173 -0.784 -0.930
C -0.005 3.247 -0.641 -0.963 0.009 0.873
H -1.004 2.839 -0.888 0.277 0.088 0.077
H -0.100 3.668 0.379 -0.001 -0.240 -0.438
C 0.230 4.402 -1.634 0.212 -0.208 -0.303
H -0.612 5.095 -1.581 0.095 -0.092 0.072
H 1.144 4.960 -1.435 0.019 -0.078 0.098
H 0.282 4.025 -2.660 0.012 0.035 0.102
C -0.853 -1.830 -0.028 -1.735 1.431 -0.308
C -1.403 -0.797 -0.849 0.064 -1.356 1.413
C -0.433 -0.473 -1.857 0.314 0.395 -0.651
C 0.741 -1.250 -1.620 0.171 -1.056 1.381
C 0.452 -2.149 -0.542 1.866 0.795 -1.111
C 1.331 -3.264 -0.101 0.111 -0.589 0.167
C 1.999 -1.233 -2.411 0.264 0.172 -0.355
C -0.687 0.333 -3.080 -0.263 0.100 0.181
C -2.844 -0.428 -0.861 -0.361 0.463 0.072
C -1.546 -2.487 1.115 -0.159 -0.141 0.331
Sc 0.626 0.162 0.444 -0.342 1.602 1.146
H 2.872 -1.337 -1.758 -0.029 -0.001 -0.202
H 2.031 -2.058 -3.136 0.010 0.180 0.138
H 2.094 -0.292 -2.967 0.068 -0.254 0.077
H 2.342 -3.141 -0.507 -0.250 -0.119 0.108
H 1.394 -3.293 0.992 -0.016 -0.242 -0.353
H 0.944 -4.242 -0.448 0.140 0.470 0.056
H -2.412 -1.893 1.435 0.153 -0.247 -0.152
H -1.894 -3.498 0.857 0.035 0.245 -0.022
H -0.871 -2.571 1.975 -0.204 -0.211 -0.257
H -3.035 0.454 -1.482 -0.010 -0.177 0.227
H -3.441 -1.258 -1.269 0.188 0.210 0.112
H -3.212 -0.221 0.149 -0.036 -0.008 -0.203
H 0.085 1.096 -3.242 -0.031 -0.208 -0.037
H -0.685 -0.325 -3.962 0.081 0.093 0.156
H -1.662 0.829 -3.042 0.244 -0.092 -0.022
C -0.640 0.211 4.440 -0.045 0.272 0.096
C 0.408 0.440 3.396 0.786 0.221 0.361
N 1.664 0.056 3.680 -1.048 -0.002 -0.342
O 0.144 1.015 2.281 0.532 -1.089 0.163
H -0.196 0.164 5.446 -0.208 0.005 -0.402
H -1.151 -0.746 4.240 0.174 0.281 -0.013
H -1.383 1.018 4.396 0.206 -0.265 0.018
H 2.356 0.011 2.937 -0.036 0.201 0.531
H 1.859 -0.436 4.546 0.044 0.174 -0.193
```
Positions in Å, forces in eV/Å.

---

- Among the records above, which one has the lowest energy?
  C32H37BiF5NO4S4Se

---

- The lowest energy above the lowest of the compared OMol25 structures with the same formula, charge and spin belongs to which entry?
  C15H28NOSc